(1)
{"formula": "C39H28BrFGaN6O5P", "method": "the ωB97M-V functional and the def2-TZVPD basis", "homo_energy_ev": -7.468, "e_lumo_ev": -0.823, "total_charge": 0, "energy_ha": -7147.8459, "gap_ev": 6.64, "symbols": ["Ga", "Br", "C", "C", "C", "C", "C", "C", "N", "N", "C", "C", "C", "C", "O", "C", "N", "C", "C", "C", "C", "H", "H", "H", "H", "H", "H", "H", "H", "H", "F", "C", "C", "N", "C", "C", "O", "O", "C", "O", "N", "C", "O", "H", "H", "H", "H", "N", "P", "C", "C", "C", "C", "C", "C", "C", "C", "C", "C", "C", "C", "C", "C", "C", "C", "C", "C", "H", "H", "H", "H", "H", "H", "H", "H", "H", "H", "H", "H", "H", "H", "H"], "xyz": [[-0.62, 0.81, -0.48], [8.63, -5.65, -7.37], [7.26, -5.17, -6.17], [7.38, -4.07, -5.27], [6.27, -3.71, -4.54], [5.03, -4.35, -4.68], [4.98, -5.51, -5.51], [6.10, -5.92, -6.23], [3.83, -3.99, -4.11], [3.85, -2.79, -3.67], [2.68, -2.32, -3.12], [1.51, -3.07, -3.16], [0.36, -2.60, -2.54], [0.37, -1.36, -1.94], [-0.75, -0.81, -1.47], [1.55, -0.55, -1.98], [1.42, 0.67, -1.40], [2.49, 1.49, -1.39], [3.65, 1.09, -1.98], [3.83, -0.15, -2.60], [2.76, -1.04, -2.56], [8.34, -3.56, -5.16], [6.26, -2.83, -3.86], [4.05, -6.10, -5.56], [6.02, -6.83, -6.83], [1.61, -4.01, -3.66], [-0.57, -3.14, -2.51], [2.35, 2.46, -0.96], [4.45, 1.80, -1.97], [4.73, -0.38, -3.15], [-6.30, 4.44, -0.63], [-5.54, 3.33, -0.65], [-4.65, 3.13, -1.63], [-3.69, 2.10, -1.61], [-2.62, 2.17, -2.64], [-1.44, 3.10, -2.10], [-1.42, 4.25, -2.48], [-0.67, 2.52, -1.21], [-3.63, 1.21, -0.58], [-2.66, 0.43, -0.38], [-4.68, 1.25, 0.31], [-5.54, 2.37, 0.50], [-6.13, 2.46, 1.53], [-4.63, 3.85, -2.45], [-2.97, 2.63, -3.58], [-2.33, 1.14, -2.87], [-4.57, 0.66, 1.16], [-0.08, 0.75, 1.25], [-0.85, 0.85, 2.60], [0.33, 0.70, 3.95], [-0.10, 0.15, 5.15], [0.78, 0.31, 6.25], [1.97, 1.05, 6.13], [2.31, 1.66, 4.93], [1.53, 1.40, 3.83], [-1.93, -0.59, 2.78], [-1.34, -1.79, 2.47], [-2.10, -2.98, 2.40], [-3.47, -2.95, 2.58], [-4.07, -1.73, 2.88], [-3.32, -0.57, 3.01], [-1.77, 2.32, 2.88], [-1.53, 3.43, 2.07], [-2.28, 4.56, 2.27], [-3.18, 4.67, 3.31], [-3.37, 3.59, 4.17], [-2.63, 2.41, 4.00], [-1.00, -0.43, 5.22], [0.59, -0.14, 7.22], [2.59, 1.17, 7.02], [3.14, 2.36, 4.84], [1.84, 1.68, 2.83], [-0.29, -1.79, 2.23], [-1.54, -3.91, 2.16], [-4.08, -3.86, 2.54], [-5.17, -1.68, 2.98], [-3.81, 0.38, 3.24], [-0.77, 3.39, 1.31], [-2.11, 5.40, 1.61], [-3.76, 5.57, 3.41], [-4.16, 3.59, 4.96], [-2.74, 1.57, 4.67]], "lowdin_charge": [0.265, 0.728, -0.698, -0.112, -0.042, -0.278, -0.013, -0.156, 0.060, 0.081, -0.239, 0.015, 0.009, -0.287, -0.055, -0.115, 0.099, -0.071, -0.050, 0.034, -0.092, 0.109, 0.113, 0.115, 0.102, 0.104, 0.120, 0.123, 0.103, 0.108, 0.099, -0.162, 0.067, 0.029, -0.008, -0.531, 0.082, -0.017, -0.376, 0.052, 0.238, -0.367, 0.125, 0.161, 0.139, 0.127, 0.149, -0.173, 0.752, -0.277, -0.074, -0.067, -0.082, -0.087, -0.082, -0.292, -0.078, -0.059, -0.084, -0.090, -0.102, -0.283, -0.071, -0.084, -0.072, -0.065, -0.077, 0.099, 0.098, 0.104, 0.108, 0.097, 0.108, 0.113, 0.107, 0.112, 0.086, 0.098, 0.110, 0.103, 0.118, 0.100]}

***

(2)
{"formula": "C39H29CsF4N9O4PSe2", "method": "the ωB97M-V functional and the def2-TZVPD basis", "homo_energy_ev": [-2.464, -2.487], "e_lumo_ev": [2.164, 1.446], "total_charge": -2, "energy_ha": -7861.1102, "relative_energy_ev": 1.7649, "gap_ev": [4.63, 3.93], "symbols": ["Cs", "O", "C", "C", "C", "O", "C", "Se", "C", "Se", "H", "H", "H", "H", "H", "H", "H", "H", "H", "H", "C", "P", "C", "C", "C", "C", "C", "C", "C", "C", "C", "C", "C", "C", "H", "H", "H", "H", "H", "H", "H", "H", "H", "H", "H", "H", "H", "N", "C", "O", "C", "C", "C", "C", "N", "C", "H", "H", "H", "H", "H", "H", "F", "C", "C", "F", "C", "C", "C", "F", "C", "C", "C", "N", "C", "N", "F", "C", "C", "N", "C", "N", "O", "N", "C", "C", "N", "C", "N"], "xyz": [[-0.12, 0.84, 0.04], [3.97, -4.72, -4.24], [2.66, -4.43, -3.72], [2.71, -4.12, -2.22], [3.28, -5.31, -1.43], [4.65, -5.59, -1.65], [1.25, -4.00, -1.75], [0.08, -2.81, -2.67], [3.50, -2.83, -1.95], [3.37, -2.14, -0.09], [3.95, -4.63, -5.20], [2.01, -5.31, -3.90], [2.25, -3.57, -4.25], [2.68, -6.20, -1.65], [3.18, -5.07, -0.37], [4.82, -5.48, -2.59], [1.29, -3.54, -0.75], [0.77, -4.98, -1.66], [3.14, -2.05, -2.63], [4.53, -3.03, -2.22], [4.86, 0.03, 2.29], [3.41, 0.82, 1.50], [4.09, 1.43, -0.08], [3.25, 2.19, -0.89], [3.65, 2.65, -2.13], [4.92, 2.34, -2.60], [5.76, 1.57, -1.82], [5.35, 1.11, -0.57], [3.36, 2.42, 2.43], [2.32, 2.59, 3.34], [2.16, 3.79, 4.03], [3.04, 4.83, 3.81], [4.09, 4.68, 2.91], [4.24, 3.48, 2.22], [5.04, -0.92, 1.79], [4.58, -0.16, 3.33], [5.76, 0.65, 2.29], [2.24, 2.42, -0.54], [2.96, 3.23, -2.74], [5.24, 2.69, -3.58], [6.75, 1.30, -2.19], [6.01, 0.48, 0.00], [1.59, 1.80, 3.48], [1.32, 3.91, 4.70], [2.90, 5.77, 4.34], [4.77, 5.49, 2.72], [5.03, 3.38, 1.49], [-3.70, -3.33, 4.60], [-3.02, -2.18, 4.24], [-3.46, -1.08, 4.49], [-1.71, -2.40, 3.55], [-0.90, -3.50, 3.81], [0.29, -3.63, 3.12], [0.63, -2.67, 2.17], [-0.16, -1.62, 1.91], [-1.28, -1.48, 2.61], [-4.65, -3.17, 4.89], [-3.52, -4.16, 4.06], [-1.19, -4.23, 4.56], [0.97, -4.46, 3.30], [1.54, -2.73, 1.57], [-1.89, -0.61, 2.38], [-4.78, 0.01, -1.03], [-5.64, 0.67, -1.81], [-6.97, 0.54, -1.54], [-7.32, -0.24, -0.52], [-7.99, 1.19, -2.29], [-7.47, 2.00, -3.34], [-6.14, 2.13, -3.61], [-5.80, 2.92, -4.63], [-5.13, 1.46, -2.87], [-3.76, 1.55, -3.19], [-2.75, 0.83, -2.50], [-1.90, 0.22, -2.01], [-3.24, 2.29, -4.29], [-2.75, 2.87, -5.16], [-8.32, 2.68, -4.11], [-9.36, 1.03, -2.04], [-10.38, 1.69, -2.78], [-11.27, 2.17, -3.33], [-9.88, 0.17, -1.03], [-10.39, -0.52, -0.25], [-0.38, 3.24, 0.66], [-0.64, 3.20, 1.90], [-1.33, 4.20, 2.42], [-1.54, 4.18, 3.83], [-1.69, 4.18, 4.97], [-1.73, 5.33, 1.65], [-2.07, 6.26, 1.05]], "lowdin_charge": [1.077, -0.073, -0.229, -0.598, -0.239, -0.064, -0.632, 0.723, -0.567, 0.518, 0.086, 0.124, 0.087, 0.118, 0.094, 0.054, -0.005, 0.061, 0.042, 0.049, -0.315, 0.912, -0.419, -0.123, -0.081, -0.103, -0.093, -0.103, -0.373, -0.115, -0.090, -0.097, -0.097, -0.093, -0.033, 0.036, 0.037, 0.049, 0.103, 0.093, 0.095, 0.091, 0.092, 0.091, 0.095, 0.094, 0.102, 0.148, -0.498, 0.079, -0.135, -0.031, -0.046, -0.138, 0.000, -0.095, 0.102, 0.092, 0.109, 0.104, -0.014, 0.112, 0.112, -0.148, -0.152, 0.109, -0.054, -0.154, -0.152, 0.108, -0.046, -0.155, -0.190, -0.009, -0.214, 0.153, 0.105, -0.175, -0.227, 0.139, -0.226, 0.142, -0.504, -0.124, -0.336, -0.222, 0.124, -0.207, 0.136]}

***

(3)
{"formula": "C39H30BrCl2CsF10N6O2S", "method": "the ωB97M-V functional and the def2-TZVPD basis", "homo_energy_ev": -1.793, "e_lumo_ev": 3.401, "total_charge": -2, "energy_ha": -6894.5927, "relative_energy_ev": 0.0433, "gap_ev": 5.19, "symbols": ["Cs", "C", "N", "C", "C", "N", "C", "C", "F", "C", "F", "C", "F", "C", "F", "C", "F", "C", "C", "N", "C", "C", "F", "C", "F", "C", "F", "C", "F", "C", "F", "H", "H", "H", "H", "H", "H", "H", "H", "H", "H", "H", "C", "C", "C", "C", "C", "C", "C", "S", "O", "O", "N", "C", "C", "C", "C", "C", "C", "C", "C", "N", "C", "H", "H", "H", "H", "H", "H", "H", "H", "H", "H", "H", "H", "H", "Cl", "C", "Cl", "H", "H", "Br", "C", "C", "C", "C", "C", "N", "H", "H", "H", "H"], "xyz": [[-0.45, 0.74, 0.69], [-0.13, 4.87, 1.26], [0.43, 3.80, 2.06], [1.86, 4.03, 2.30], [2.62, 2.80, 2.76], [2.79, 1.87, 1.67], [3.48, 0.77, 1.88], [3.81, -0.06, 0.75], [3.44, 0.37, -0.48], [4.49, -1.25, 0.82], [4.75, -1.95, -0.30], [4.94, -1.75, 2.04], [5.61, -2.92, 2.11], [4.69, -0.99, 3.16], [5.11, -1.43, 4.36], [4.00, 0.21, 3.09], [3.80, 0.84, 4.28], [-0.31, 3.64, 3.30], [-1.65, 2.90, 3.12], [-1.59, 1.47, 3.34], [-1.51, 1.00, 4.57], [-1.41, -0.43, 4.75], [-1.39, -1.20, 3.64], [-1.34, -1.06, 5.96], [-1.26, -2.40, 6.02], [-1.36, -0.34, 7.15], [-1.30, -0.96, 8.35], [-1.46, 1.03, 7.05], [-1.48, 1.77, 8.19], [-1.54, 1.67, 5.83], [-1.62, 3.04, 5.88], [-0.04, 5.86, 1.77], [-1.19, 4.70, 1.07], [0.39, 4.94, 0.30], [1.99, 4.85, 3.03], [2.30, 4.35, 1.35], [2.11, 2.37, 3.63], [3.59, 3.15, 3.14], [-0.52, 4.61, 3.81], [0.29, 3.06, 4.00], [-1.94, 3.04, 2.07], [-2.42, 3.40, 3.70], [-1.32, -2.61, -7.67], [-1.62, -2.20, -6.26], [-0.77, -1.32, -5.59], [-1.01, -0.96, -4.27], [-2.11, -1.48, -3.60], [-2.97, -2.35, -4.25], [-2.72, -2.71, -5.58], [-2.39, -1.03, -1.90], [-3.70, -1.55, -1.58], [-2.27, 0.43, -1.89], [-1.20, -1.59, -1.06], [-1.17, -2.87, -0.54], [-1.98, -3.92, -0.95], [-1.92, -5.19, -0.36], [-1.05, -5.46, 0.65], [-0.19, -4.43, 1.10], [0.74, -4.64, 2.15], [1.55, -3.63, 2.56], [1.44, -2.38, 1.92], [0.61, -2.15, 0.93], [-0.22, -3.14, 0.51], [-1.03, -1.75, -8.28], [-2.19, -3.08, -8.14], [-0.50, -3.33, -7.71], [0.10, -0.92, -6.10], [-0.35, -0.28, -3.76], [-3.83, -2.73, -3.72], [-3.39, -3.39, -6.08], [-2.71, -3.75, -1.73], [-2.58, -5.97, -0.72], [-1.00, -6.43, 1.12], [0.78, -5.62, 2.62], [2.26, -3.76, 3.36], [2.08, -1.55, 2.23], [1.66, -1.61, -2.23], [3.28, -1.62, -2.90], [3.29, -1.31, -4.67], [3.72, -2.60, -2.75], [3.86, -0.85, -2.43], [-0.36, 6.60, -5.26], [-1.14, 4.92, -4.75], [-2.13, 4.40, -5.56], [-2.68, 3.19, -5.17], [-2.23, 2.58, -4.01], [-1.22, 3.21, -3.29], [-0.68, 4.38, -3.65], [-2.45, 4.91, -6.46], [-3.46, 2.72, -5.76], [-2.62, 1.64, -3.64], [-0.83, 2.76, -2.38]], "lowdin_charge": [0.989, -0.112, -0.239, -0.218, -0.266, 0.020, -0.257, -0.174, 0.037, -0.176, 0.075, -0.190, 0.057, -0.185, 0.081, -0.149, 0.046, -0.207, -0.297, -0.107, -0.241, -0.158, 0.058, -0.170, 0.084, -0.179, 0.054, -0.176, 0.075, -0.139, 0.040, 0.083, 0.073, 0.083, 0.115, 0.110, 0.098, 0.112, 0.115, 0.102, 0.060, 0.100, -0.064, -0.285, -0.042, -0.083, -0.261, -0.060, -0.051, 0.516, -0.327, -0.435, -0.246, -0.279, -0.037, -0.100, -0.077, -0.164, -0.026, -0.041, -0.129, 0.040, -0.172, 0.073, 0.066, 0.078, 0.106, 0.089, 0.105, 0.103, 0.082, 0.094, 0.096, 0.108, 0.105, 0.094, 0.640, -1.004, 0.466, 0.022, 0.004, 0.655, -0.766, -0.133, -0.064, -0.046, -0.102, 0.045, 0.088, 0.107, 0.081, 0.107]}

***

(4)
{"formula": "C39H30Cl3CuN7O3S2", "method": "the ωB97M-V functional and the def2-TZVPD basis", "homo_energy_ev": [-6.509, -6.450], "e_lumo_ev": [-0.059, -0.059], "multiplicity": 2, "total_charge": 0, "energy_ha": -5930.6722, "relative_energy_ev": 0.6010, "gap_ev": [6.45, 6.39], "symbols": ["Cu", "O", "C", "N", "C", "C", "C", "C", "C", "C", "N", "C", "O", "C", "C", "C", "C", "C", "N", "C", "C", "C", "C", "C", "N", "H", "H", "H", "H", "H", "H", "H", "H", "H", "H", "H", "H", "S", "C", "N", "C", "C", "C", "C", "H", "H", "H", "H", "H", "Cl", "C", "C", "C", "C", "C", "C", "N", "C", "C", "N", "C", "O", "C", "C", "C", "Cl", "S", "C", "C", "C", "Cl", "C", "H", "H", "H", "H", "H", "H", "H", "H", "H", "H", "H", "H", "H"], "xyz": [[1.55, 1.23, -0.58], [4.70, 0.73, -3.06], [3.56, 0.95, -2.66], [3.19, 1.61, -1.55], [3.77, 2.84, -1.19], [4.98, 3.33, -1.66], [5.42, 4.60, -1.28], [4.65, 5.38, -0.43], [3.43, 4.90, 0.05], [2.99, 3.64, -0.34], [1.81, 3.00, 0.12], [0.86, 3.56, 0.86], [0.69, 4.74, 1.17], [-0.06, 2.51, 1.46], [-1.08, 2.87, 2.33], [-1.83, 1.88, 2.93], [-1.53, 0.55, 2.64], [-0.52, 0.28, 1.75], [0.20, 1.23, 1.17], [2.40, 0.53, -3.56], [2.69, -0.18, -4.72], [1.67, -0.43, -5.62], [0.40, 0.04, -5.33], [0.20, 0.73, -4.15], [1.18, 0.96, -3.27], [5.59, 2.71, -2.30], [6.36, 4.97, -1.65], [4.99, 6.36, -0.13], [2.81, 5.50, 0.69], [-1.24, 3.93, 2.51], [-2.62, 2.13, 3.62], [-2.07, -0.27, 3.12], [-0.25, -0.74, 1.50], [3.71, -0.50, -4.89], [1.87, -0.98, -6.53], [-0.43, -0.11, -6.02], [-0.78, 1.10, -3.87], [-1.94, 1.62, -1.45], [-3.51, 1.97, -1.04], [-4.19, 2.98, -1.68], [-5.48, 3.34, -1.45], [-6.21, 2.71, -0.51], [-5.57, 1.67, 0.23], [-4.28, 1.33, -0.01], [-3.65, 3.46, -2.38], [-5.85, 4.15, -2.06], [-7.23, 2.99, -0.33], [-6.13, 1.16, 1.01], [-3.77, 0.57, 0.56], [-4.92, -5.40, -1.14], [-3.45, -5.03, -0.30], [-3.22, -3.75, 0.16], [-2.04, -3.46, 0.82], [-1.07, -4.44, 1.02], [0.26, -4.12, 1.68], [1.38, -4.01, 0.63], [1.15, -2.87, -0.24], [0.32, -2.77, -1.34], [0.30, -1.45, -1.68], [1.13, -0.74, -0.82], [1.61, -1.63, 0.02], [0.15, -2.88, 2.34], [0.92, -2.74, 3.53], [0.78, -1.32, 3.98], [-0.18, -0.87, 4.82], [-1.41, -1.81, 5.58], [-0.13, 0.82, 5.05], [1.21, 0.96, 4.00], [1.59, -0.24, 3.51], [-1.34, -5.72, 0.56], [-0.19, -7.01, 0.80], [-2.52, -6.04, -0.10], [-3.96, -2.97, -0.02], [-1.85, -2.46, 1.18], [0.51, -4.93, 2.37], [1.46, -4.92, 0.04], [2.34, -3.85, 1.12], [-0.19, -3.62, -1.75], [-0.26, -0.97, -2.45], [2.29, -1.42, 0.83], [1.98, -2.96, 3.34], [0.55, -3.44, 4.29], [1.63, 1.93, 3.79], [2.42, -0.36, 2.82], [-2.70, -7.04, -0.45]], "lowdin_spin": [0.672, 0.005, 0.007, 0.102, 0.006, 0.003, 0.001, 0.001, 0.002, 0.005, 0.097, 0.008, 0.006, 0.002, 0.001, -0.001, 0.002, 0.004, 0.050, 0.001, 0.000, 0.000, 0.000, 0.000, -0.002, 0.000, 0.000, 0.000, 0.000, 0.000, 0.000, 0.000, 0.000, 0.000, 0.000, 0.000, 0.000, -0.001, 0.000, 0.000, 0.000, 0.000, 0.000, 0.000, 0.000, 0.000, 0.000, 0.000, 0.000, 0.000, 0.000, 0.000, 0.000, 0.000, 0.000, 0.000, 0.000, 0.001, 0.002, 0.025, 0.000, 0.000, 0.000, 0.000, 0.000, 0.000, 0.000, 0.000, 0.000, 0.000, 0.000, 0.000, 0.000, 0.000, 0.000, 0.000, 0.000, 0.000, 0.000, 0.000, 0.000, 0.000, 0.000, 0.000, 0.000]}